# 1
DFT (wB97M-V/def2-TZVPD) results for a molecular structure, C45H50As2BF6HfN2S4 at a distorted geometry.

Calculated values
- net charge = 0
- HOMO level (spin up / spin down) (eV) = -7.65 / -7.65
- E (eV) = -233766.574
- energy above the lowest of the compared OMol25 structures with the same formula, charge and spin (kJ/mol) = 222.7
- frontier orbital gap (spin up / spin down) (eV) = 7.4 / 4.2
- 2S+1 = 2
- maximum force (hartree/bohr) = 0.0667

Each line ends with the Mulliken charge.
Geometry (Å):
Hf1 0.3402 1.9810 0.4763  -0.1891
S1 4.5205 2.3903 2.5611  -0.2200
C1 3.0206 2.3111 1.9752  0.0906
S2 1.5557 3.2207 2.3779  -0.3911
S3 2.6317 1.1194 0.7414  -0.2084
S4 -1.8965 2.4504 1.5152  -0.4624
C2 -1.5800 2.3955 3.2864  0.8896
C3 -1.8462 3.4638 4.1379  -0.7788
C4 -1.3147 3.4743 5.4159  -0.5792
C5 -0.7392 2.3359 6.0210  -0.8424
C6 -0.5244 1.2410 5.1864  -0.3643
C7 -0.9282 1.2592 3.8631  -0.0952
As1 -0.4385 -0.1183 2.5644  1.6221
C8 0.9414 -1.0374 3.3819  0.7404
C9 1.0929 -2.4121 3.4693  -0.7612
C10 2.1918 -3.0260 4.0504  -0.7284
C11 3.2171 -2.2257 4.6182  -0.7036
C12 3.1253 -0.8374 4.4716  -1.1425
C13 2.0247 -0.2829 3.8099  -1.1922
C14 -2.1322 -1.0268 2.7325  1.1964
C15 -2.3748 -1.8456 3.8037  -1.1334
C16 -3.6807 -2.0976 4.1961  -0.7317
C17 -4.7247 -1.4737 3.5859  -0.9872
C18 -4.4499 -0.7616 2.4149  -0.5477
C19 -3.1752 -0.5316 2.0133  -0.4565
H1 -2.3341 4.3658 3.7846  0.4707
H2 -1.3537 4.3591 6.0564  0.3572
H3 -0.3835 2.2375 7.0027  0.5114
H4 0.0488 0.4095 5.6138  0.3095
H5 0.2929 -3.0366 3.1987  0.2495
H6 2.2023 -4.0891 4.1348  0.5318
H7 4.0522 -2.6156 5.2245  0.3569
H8 3.8711 -0.2127 4.9280  0.4739
H9 1.9842 0.7911 3.6946  0.7487
H10 -1.5064 -2.0847 4.3657  0.4780
H11 -3.8961 -2.8545 5.0349  0.2825
H12 -5.7742 -1.8010 3.7616  0.3098
H13 -5.2685 -0.3336 1.7703  0.4199
H14 -2.9503 -0.0545 1.1156  0.5422
F1 -0.8946 3.1551 -1.0314  -0.9016
As2 -0.1410 4.7498 -1.4232  2.2547
F2 0.2415 4.0692 -2.9476  -0.4342
F3 1.2267 3.8687 -0.6855  -0.5785
F4 0.7932 6.1667 -1.7750  -0.4839
F5 -0.5400 5.3891 0.0478  -0.4606
F6 -1.6376 5.2137 -2.0754  -0.4959
C20 2.4589 1.8033 -4.9457  -1.7644
C21 2.6469 2.0957 -3.4398  2.9567
C22 3.3256 3.4399 -3.3572  -1.7515
C23 3.3821 1.0539 -2.6342  0.9811
C24 4.8493 1.1273 -2.5729  -1.2027
C25 5.5924 0.1959 -1.8807  -1.1474
C26 4.9720 -0.9558 -1.4544  -1.1641
C27 3.6025 -1.0706 -1.4866  0.6148
C28 3.1394 -2.4433 -0.8528  0.6261
C29 2.4784 -3.4286 -1.7843  -1.2543
C30 2.2672 -2.2841 0.4249  -0.9089
C31 2.8072 -0.0905 -2.1333  -0.8828
N1 1.3658 -0.2911 -2.2859  1.1252
B1 0.3511 0.1220 -1.3589  3.4603
N2 -0.9132 -0.4509 -1.9981  0.9499
C32 -0.5144 -1.0609 -3.1597  0.0116
C33 0.8318 -0.9971 -3.3500  -1.2516
C34 -2.2357 -0.6823 -1.5424  -0.3609
C35 -3.3310 0.0525 -1.9506  0.5684
C36 -4.6019 -0.2794 -1.4603  -0.8329
C37 -4.8082 -1.4517 -0.7216  -1.5458
C38 -3.7470 -2.3193 -0.6267  0.0259
C39 -2.4679 -1.9826 -1.0172  0.0826
C40 -1.4003 -3.1188 -0.8891  2.1755
C41 -1.8075 -4.3295 -1.7449  -1.9083
C42 -1.1115 -3.5013 0.5521  -1.0795
C43 -3.3151 1.2212 -2.9591  0.2939
C44 -3.7879 2.5003 -2.2943  -1.4349
C45 -2.0761 1.5695 -3.7213  -1.5213
H15 2.1309 2.6516 -5.4950  0.5031
H16 1.8062 0.9654 -5.1199  0.2916
H17 3.4766 1.4523 -5.4032  0.2772
H18 1.6590 2.2549 -3.0572  -1.3348
H19 4.2659 3.6503 -3.9105  0.4237
H20 3.4805 3.6431 -2.2705  0.3947
H21 2.6744 4.3133 -3.6684  0.3108
H22 5.4001 1.9107 -3.0165  0.3964
H23 6.6921 0.3067 -1.8881  0.3703
H24 5.5821 -1.7872 -1.1542  0.4228
H25 4.0852 -2.9847 -0.6485  0.5014
H26 1.4001 -3.2682 -1.8675  -0.0240
H27 2.4854 -4.4941 -1.3377  0.4091
H28 2.9506 -3.3440 -2.7695  0.3919
H29 1.3632 -1.6859 0.2402  -0.1263
H30 2.8000 -1.8507 1.3252  0.0581
H31 2.0127 -3.2947 0.6372  0.7476
H32 -1.2156 -1.6211 -3.8477  0.3516
H33 1.4424 -1.5275 -4.0822  0.4068
H34 -5.4365 0.3287 -1.8745  0.4163
H35 -5.7490 -1.6736 -0.2057  0.4524
H36 -3.9298 -3.2752 -0.2238  0.4843
H37 -0.5087 -2.6933 -1.3478  -1.7595
H38 -2.6628 -4.9475 -1.4546  0.3373
H39 -0.9466 -4.9999 -1.8663  0.4382
H40 -1.9066 -3.9817 -2.7358  0.5307
H41 -2.0052 -3.9501 1.0551  0.4790
H42 -0.8402 -2.6344 1.1799  -0.3244
H43 -0.2340 -4.1249 0.6339  0.5747
H44 -4.0938 0.9686 -3.6106  0.6827
H45 -3.0617 2.7031 -1.4329  0.0988
H46 -4.7411 2.4209 -1.8223  0.5383
H47 -3.8000 3.3214 -2.9945  0.4473
H48 -1.3580 1.9801 -3.0163  0.0390
H49 -2.3217 2.3837 -4.3871  0.6344
H50 -1.7387 0.7812 -4.3841  0.3321



# 2
DFT (wB97M-V/def2-TZVPD) results for a single C5H7NO2 molecule at a distorted geometry.

Calculated values
- net charge = 0
- HOMO level (eV) = -10.06
- E (eV) = -10880.015
- energy above the lowest of the compared OMol25 structures with the same formula, charge and spin (kJ/mol) = 347.6
- frontier orbital gap (eV) = 10.8
- maximum force (hartree/bohr) = 0.1391

Each line ends with the natural charge from an NBO analysis.
Geometry (Å):
C1 1.9591 -0.7369 -0.9469  -0.6489
C2 1.3189 -0.5800 0.3855  -0.0699
C3 0.7988 0.6844 0.9112  -0.1184
C4 0.0672 1.5791 -0.1971  -0.1182
C5 -1.2435 -0.4001 -0.0165  0.8901
H1 1.0698 -0.3588 -1.6458  0.2284
H2 2.9787 -0.0993 -0.8658  0.2421
H3 2.2824 -1.8577 -1.2251  0.2375
H4 1.8158 -1.1496 1.1770  0.2074
H5 1.2199 0.9133 1.7724  0.2155
H6 0.3911 1.9187 -1.3030  0.2265
H7 -0.2334 2.6308 0.3602  0.1996
N1 -0.1247 -0.4655 1.0175  -0.4378
O1 -1.0928 0.8556 -0.6358  -0.5351
O2 -2.1640 -1.1079 -0.1404  -0.5186



# 3
DFT (wB97M-V/def2-TZVPD) results for a molecular structure, C9H19BiN4O3.

Calculated values
- net charge = +2
- HOMO level (eV) = -15.44
- E (eV) = -27566.704
- frontier orbital gap (eV) = 8.7
- maximum force (hartree/bohr) = 0.0181

Each line ends with the natural charge from an NBO analysis.
Geometry (Å):
Bi1 0.3297 -0.2769 0.3757  1.6418
N1 -3.3698 1.3941 1.5811  -0.7181
C1 -2.3268 0.6348 1.3341  0.7222
O1 -1.4134 1.0749 0.5633  -0.7258
C2 -2.2168 -0.7202 1.9627  -0.5418
C3 -1.2695 -1.6324 1.1799  -0.8118
H1 -3.4016 2.3460 1.2461  0.4343
H2 -4.0923 1.0969 2.2192  0.4348
H3 -3.2054 -1.1627 2.0939  0.2574
H4 -1.7998 -0.5551 2.9611  0.2958
H5 -1.7778 -2.1302 0.3519  0.2213
H6 -0.8455 -2.3948 1.8301  0.2709
C4 -0.9500 -1.3951 -4.4214  -0.2512
C5 -0.4889 -1.3130 -2.9446  -0.2636
N2 -1.0187 -0.1028 -2.3046  -0.4399
C6 -0.5177 1.0826 -3.0110  -0.2596
C7 -0.9949 1.0685 -4.4855  -0.2524
N3 -1.7879 -0.1856 -4.6969  -0.3316
C8 -2.9900 -0.1917 -3.8043  -0.2520
C9 -2.4832 -0.1090 -2.3408  -0.2542
H7 -1.5568 -2.2785 -4.6088  0.2457
H8 -0.1105 -1.4029 -5.1136  0.2489
H9 0.5998 -1.2858 -2.8927  0.2338
H10 -0.8293 -2.1882 -2.3899  0.2305
H11 0.5708 1.0903 -2.9625  0.2354
H12 -0.8782 1.9730 -2.4978  0.2397
H13 -0.1616 1.0729 -5.1853  0.2488
H14 -1.6379 1.9160 -4.7145  0.2457
H15 -2.0951 -0.2166 -5.6694  0.4598
H16 -3.5498 -1.1057 -3.9927  0.2444
H17 -3.6207 0.6546 -4.0690  0.2465
H18 -2.8521 -0.9574 -1.7642  0.2277
H19 -2.8371 0.8043 -1.8658  0.2338
O2 1.5391 1.5947 1.6262  -0.4039
N4 1.2463 1.1377 2.7091  0.4423
O3 0.5026 0.1122 2.6443  -0.5557



# 4
DFT (wB97M-V/def2-TZVPD) results for 3 unconnected molecules or ions with the total composition C21H39N2O6P at a distorted geometry.

Calculated values
- net charge = 0
- HOMO level (eV) = -9.30
- E (eV) = -46958.469
- frontier orbital gap (eV) = 9.8
- maximum force (hartree/bohr) = 0.0252

Each line ends with the natural charge from an NBO analysis.
Geometry (Å):
C1 -1.4541 -0.4416 -2.3586  -0.2056
C2 -1.3760 0.7549 -2.5046  -0.0476
C3 -1.1321 2.1564 -2.7982  -0.4900
C4 -0.1852 2.8675 -1.8076  -0.3939
C5 1.0230 2.0432 -1.3287  -0.3894
C6 0.9784 1.4254 0.1096  -0.5120
C7 1.3475 2.5191 1.0013  0.2923
N1 1.6329 3.4053 1.6595  -0.2989
P1 -0.6338 0.7764 0.7163  1.5509
O1 -0.8099 -0.6872 0.5289  -1.1146
C8 2.0058 0.2390 0.2222  0.1924
O2 1.6855 -0.7091 -0.7610  -0.7128
C9 3.3348 0.7641 -0.1480  0.2821
N2 4.3685 1.1548 -0.4312  -0.2885
C10 2.0646 -0.3781 1.6570  -0.2391
C11 3.0154 0.3562 2.6132  -0.6260
C12 2.4340 -1.8774 1.6281  -0.3842
C13 3.8033 -2.2198 1.0466  -0.6186
H1 -1.7677 -1.3983 -2.0061  0.2480
H2 -2.0785 2.6926 -2.8624  0.2387
H3 -0.6838 2.2407 -3.7889  0.2355
H4 0.2295 3.7074 -2.3617  0.2245
H5 -0.7395 3.3206 -0.9878  0.2049
H6 1.8578 2.7391 -1.3146  0.2368
H7 1.2683 1.2820 -2.0629  0.2545
H8 -0.6056 1.0963 2.0877  -0.0633
H9 -1.7127 1.4958 0.1805  -0.0414
H10 0.8399 -1.1191 -0.5148  0.5142
H11 1.0835 -0.3436 2.1278  0.2237
H12 2.9797 -0.1682 3.5681  0.2217
H13 4.0476 0.3304 2.2817  0.2184
H14 2.7071 1.3746 2.8234  0.2268
H15 2.4268 -2.1894 2.6729  0.2051
H16 1.6522 -2.4474 1.1318  0.2100
H17 4.6052 -1.7406 1.6010  0.2051
H18 3.8663 -1.9622 -0.0050  0.2187
H19 3.9661 -3.2906 1.1610  0.2136
C14 -1.6681 -4.4496 -6.6171  -0.2531
O3 -2.7960 -3.7852 -7.1568  -0.5508
C15 -3.6679 -3.2614 -6.1675  -0.0877
C16 -3.4909 -1.7696 -6.0008  -0.0877
O4 -2.2204 -1.4503 -5.4565  -0.5509
C17 -1.2999 -0.9738 -6.4192  -0.2528
H20 -0.9895 -4.6649 -7.4406  0.1909
H21 -1.1488 -3.8289 -5.8826  0.1779
H22 -1.9636 -5.3950 -6.1495  0.1663
H23 -3.5135 -3.7676 -5.2099  0.1737
H24 -4.6928 -3.4623 -6.4956  0.1834
H25 -4.2482 -1.3998 -5.3015  0.1831
H26 -3.6393 -1.2629 -6.9590  0.1752
H27 -1.5790 0.0309 -6.7567  0.1640
H28 -1.2379 -1.6404 -7.2830  0.1790
H29 -0.3230 -0.9231 -5.9405  0.1928
C18 -0.9264 -0.0169 4.9554  -0.2519
O5 0.1486 0.9058 4.9527  -0.5589
C19 -0.2678 2.2651 4.9650  -0.0963
C20 -0.1354 2.8765 6.3401  -0.0878
O6 -1.0412 2.2913 7.2629  -0.5511
C21 -0.4313 1.3559 8.1334  -0.2529
H30 -0.5084 -1.0111 5.1038  0.1935
H31 -1.6459 0.1860 5.7521  0.1832
H32 -1.4442 0.0029 3.9890  0.1596
H33 -1.3003 2.3544 4.6122  0.1723
H34 0.3781 2.8116 4.2696  0.1965
H35 -0.3743 3.9426 6.2767  0.1866
H36 0.8944 2.7811 6.6960  0.1773
H37 0.2195 1.8646 8.8526  0.1679
H38 0.1508 0.6130 7.5822  0.1761
H39 -1.2255 0.8490 8.6787  0.1907



Q: maximum force of number 2 (C5H7NO2)?
A: 0.1391 hartree/bohr